1.
Density functional theory data (ωB97M-V/def2-TZVPD) for C18H27BiIN3PSe as an isolated structure.

Values from the calculation:
Energy above the lowest of the compared OMol25 structures with the same formula, charge and spin ... 0.00 kJ/mol
Charge ... +1
HOMO-LUMO gap ... 7.4 eV
2S+1 ... 1
F_max ... 0.00347 hartree/bohr
DFT total energy ... -4121.283003 a.u.
Molecular weight ... 731.25 Da

Geometry (Å):
Bi  -1.943249  -0.534674  -1.297747
C  -1.978277  0.608252  1.927956
C  -0.848782  -0.397326  2.198029
C  -1.459191  -1.732990  2.636788
C  0.025583  0.161914  3.325311
P  0.081707  -0.585823  0.583198
C  1.061451  0.918092  0.319002
C  2.099828  1.288024  1.181181
C  2.854162  2.419356  0.924015
C  2.588838  3.200510  -0.193771
C  1.571597  2.838675  -1.060310
C  0.818882  1.700586  -0.807397
C  1.246345  -2.044564  0.509710
C  0.459564  -3.318651  0.183348
C  2.244312  -1.758094  -0.620981
C  2.020111  -2.244505  1.817192
H  -2.424592  0.900677  2.880246
H  -2.785582  0.168267  1.335666
H  -1.618621  1.519287  1.441048
H  -2.104859  -1.540287  3.496413
H  -0.700640  -2.446420  2.954763
H  -2.067579  -2.189941  1.858223
H  -0.580859  0.176678  4.233613
H  0.344903  1.183450  3.126042
H  0.900518  -0.453437  3.528421
H  2.327253  0.699981  2.057164
H  3.653692  2.692587  1.599536
H  3.181089  4.084751  -0.387902
H  1.361015  3.433125  -1.939706
H  0.052523  1.432479  -1.523154
H  -0.002343  -3.272350  -0.801966
H  -0.312418  -3.542117  0.917634
H  1.162115  -4.154492  0.173834
H  1.748247  -1.509875  -1.559968
H  2.833515  -2.662278  -0.786388
H  2.927299  -0.948546  -0.365469
H  1.375920  -2.510873  2.653102
H  2.620178  -1.377557  2.089042
H  2.711317  -3.075805  1.661314
N  -1.742379  3.026787  -4.753025
C  -2.162573  3.808316  -3.705131
C  -2.134074  2.995933  -2.615922
N  -1.705332  1.735835  -2.981193
C  -1.480407  1.794670  -4.275510
H  -1.654531  3.315392  -5.712944
H  -2.439489  4.839813  -3.828402
H  -2.395303  3.238838  -1.599123
H  -1.134000  0.981500  -4.891707
I  -0.623548  -1.759246  -3.401993
Se  -2.609619  -5.179932  -1.282301
C  -2.661328  -3.532011  -0.784973
N  -2.702391  -2.391982  -0.434805

Atoms 1-3, force components in eV/Å:
Bi 0.084 0.035 -0.005
C -0.001 -0.001 -0.012
C -0.006 0.005 -0.007



2.
Density functional theory data (ωB97M-V/def2-TZVPD) for C25H28B2CsF8N2O6Sb as an isolated structure in a non-equilibrium geometry.

Values from the calculation:
Energy above the lowest of the compared OMol25 structures with the same formula, charge and spin ... 235.22 kJ/mol
Charge ... -2
HOMO-LUMO gap ... 6.1 eV
2S+1 ... 1
F_max ... 0.06629 hartree/bohr
DFT total energy ... -2640.076946 a.u.
Molecular weight ... 880.78 Da

Geometry (Å):
Cs  -0.167367  1.238060  -0.125721
O  0.695033  1.631360  5.312979
C  0.667733  1.787260  3.992879
O  1.237333  1.085060  3.206579
C  -0.110167  3.011260  3.608779
C  -0.215867  4.083160  4.495779
C  -0.899867  5.212860  4.070679
C  -1.480967  5.215360  2.816279
C  -1.363467  4.066860  2.016479
N  -0.663467  3.003060  2.414779
C  -2.025867  3.872660  0.719979
O  -2.695967  4.924760  0.186779
O  -2.030067  2.806860  0.142579
H  0.841233  0.682760  5.516279
H  0.234733  4.022160  5.473579
H  -0.969167  6.079760  4.715679
H  -2.024567  6.091860  2.485979
H  -2.582567  5.705560  0.740279
C  -5.206667  0.728560  0.391679
Sb  -3.388767  0.785160  1.591079
C  -4.147167  2.589560  2.588879
C  -4.277167  -0.509440  3.105679
H  -6.050667  1.063160  0.991579
H  -5.351367  -0.296840  0.082879
H  -5.116967  1.348060  -0.492121
H  -5.096167  2.363860  3.062879
H  -4.297467  3.378360  1.857479
H  -3.443867  2.919860  3.343579
H  -5.357267  -0.391340  3.094879
H  -3.881867  -0.254940  4.080079
H  -4.010267  -1.532040  2.882679
C  3.340933  -5.616140  -2.007421
C  2.421133  -4.646340  -2.694721
C  1.331233  -5.140240  -3.397621
C  0.408033  -4.275340  -3.959721
C  0.609233  -2.914240  -3.882421
C  1.734933  -2.397740  -3.239821
N  1.916633  -1.020640  -3.241621
C  3.100333  -0.355840  -3.394521
C  4.158733  -0.927640  -4.114621
C  5.346433  -0.249040  -4.295521
C  5.502533  1.027260  -3.777721
C  4.453033  1.608460  -3.083621
C  3.256633  0.945660  -2.878621
C  2.165333  1.608260  -2.043421
O  0.983433  1.256760  -2.267721
O  2.521333  2.446660  -1.201121
C  2.615133  -3.269340  -2.576921
C  3.704833  -2.733040  -1.693321
H  3.148633  -6.626440  -2.363621
H  3.167833  -5.601940  -0.929721
H  4.386233  -5.368940  -2.185821
H  1.187333  -6.210640  -3.462321
H  -0.470967  -4.665440  -4.450521
H  -0.101167  -2.222340  -4.307421
H  1.139733  -0.412240  -2.965521
H  4.016233  -1.910040  -4.542021
H  6.154133  -0.715940  -4.847721
H  6.428033  1.571660  -3.908321
H  4.545733  2.602860  -2.674721
H  4.675333  -2.720340  -2.198421
H  3.784433  -3.346240  -0.796821
H  3.479033  -1.712340  -1.389521
F  -1.357467  0.044860  3.926379
B  -1.220567  -0.923240  4.931579
F  -2.042067  -0.591040  5.993879
F  -1.513267  -2.170540  4.456479
F  0.108633  -0.906440  5.398979
F  -3.153467  -1.308340  -0.461921
B  -3.178167  -2.044840  -1.672321
F  -2.140967  -2.954840  -1.672821
F  -4.393667  -2.698340  -1.767221
F  -3.040467  -1.169040  -2.731921

Atoms 1-3, force components in eV/Å:
Cs 0.831 -2.221 1.865
O -0.064 0.305 0.384
C 0.442 -0.476 -0.132



3.
Density functional theory data (ωB97M-V/def2-TZVPD) for C19H15Cl5CuN5S as an isolated structure.

Values from the calculation:
Charge ... 0
HOMO-LUMO gap ... 7.7 eV
2S+1 ... 1
F_max ... 0.00860 hartree/bohr
DFT total energy ... -5346.487105 a.u.
Molecular weight ... 586.24 Da

Geometry (Å):
Cu  -0.161029  0.408229  0.066138
Cl  -2.438046  -1.278071  1.615937
C  -1.159960  -0.635607  2.641806
C  -0.124102  0.043817  2.018056
C  0.848999  0.525917  2.878925
Cl  2.205687  1.411030  2.174000
C  0.825926  0.356801  4.261012
Cl  2.090378  0.969284  5.266569
C  -0.241699  -0.330443  4.835317
Cl  -0.309642  -0.564732  6.543492
C  -1.251465  -0.832601  4.015773
Cl  -2.581272  -1.684292  4.716334
C  3.169487  2.555358  -2.603307
N  3.435742  1.465914  -1.679805
C  4.639216  1.245025  -1.041330
C  4.489708  0.151554  -0.287971
N  3.188433  -0.315105  -0.471369
C  2.522961  0.519429  -1.346917
S  0.959026  0.523282  -1.993108
C  2.661461  -1.432503  0.261928
C  3.416408  -2.013467  1.282878
C  2.853716  -3.067272  1.971813
C  1.579248  -3.505239  1.636374
C  0.920046  -2.841927  0.622802
N  1.451634  -1.818998  -0.052299
H  4.013613  3.239417  -2.565184
H  2.256927  3.066967  -2.306565
H  3.040146  2.180260  -3.616764
H  5.489044  1.889142  -1.175680
H  5.195282  -0.328679  0.357067
H  4.390380  -1.649452  1.562473
H  3.404227  -3.533824  2.778437
H  1.103499  -4.322415  2.159804
H  -0.095016  -3.108110  0.350939
C  -2.020595  2.999831  1.669705
C  -2.313068  2.675112  0.247299
N  -1.690680  1.792584  -0.498227
C  -2.303354  1.824985  -1.737047
C  -3.305397  2.736801  -1.735047
N  -3.299838  3.274015  -0.463764
H  -1.131931  2.456109  1.981696
H  -2.847325  2.704874  2.318409
H  -1.843741  4.068408  1.801510
H  -1.975905  1.189191  -2.542395
H  -4.002559  3.047650  -2.491629
H  -3.918479  3.985148  -0.114677

Atoms 1-3, force components in eV/Å:
Cu -0.056 0.347 0.034
Cl 0.104 0.046 0.104
C -0.130 -0.083 -0.069



4.
Density functional theory data (ωB97M-V/def2-TZVPD) for a 3-piece molecular cluster, C6H9N3 overall in a non-equilibrium geometry.

Values from the calculation:
Energy above the lowest of the compared OMol25 structures with the same formula, charge and spin ... 51.12 kJ/mol
Charge ... -1
HOMO-LUMO gap (spin up / spin down) ... 2.8 / 11.6 eV
2S+1 ... 2
F_max ... 0.04368 hartree/bohr
DFT total energy ... -398.209685 a.u.
Molecular weight ... 123.16 Da

Geometry (Å):
C  -14.904777  2.393380  2.278700
C  -15.502843  3.619956  1.679126
N  -15.909748  4.559971  1.136029
H  -15.295412  1.691085  1.542300
H  -15.328761  2.337297  3.281295
H  -13.821059  2.461961  2.373346
C  -9.800431  -1.558382  -2.600587
C  -9.303764  -0.170411  -2.862691
N  -8.885456  0.896686  -3.011866
H  -9.069350  -2.226544  -2.145409
H  -10.260406  -2.089517  -3.433907
H  -10.579967  -1.378126  -1.860354
C  -12.006083  0.154457  0.501881
C  -10.520527  0.309976  0.447020
N  -9.360187  0.440506  0.467712
H  -12.338182  0.781469  1.329337
H  -12.337433  -0.851187  0.760698
H  -12.580496  0.149542  -0.424469

Atoms 1-3, force components in eV/Å:
C -1.235 1.587 -0.412
C 0.522 1.269 -0.336
N 0.242 -1.058 0.686



5.
Density functional theory data (ωB97M-V/def2-TZVPD) for an isolated ion of composition C7H12ClN2 and charge +1 in a non-equilibrium geometry.

Values from the calculation:
Energy above the lowest of the compared OMol25 structures with the same formula, charge and spin ... 164.28 kJ/mol
Charge ... +1
SMILES ... CN1CC=CC(C[NH3+])=C1Cl
HOMO-LUMO gap ... 8.0 eV
2S+1 ... 1
F_max ... 0.09944 hartree/bohr
DFT total energy ... -843.295153 a.u.
Molecular weight ... 159.64 Da

Geometry (Å):
C  -0.991588  -1.302989  0.429834
C  -0.932651  -0.884829  1.712314
C  -0.046080  -0.711722  -0.536467
C  0.460502  0.559820  -0.139248
C  0.239851  -0.091425  2.142494
C  0.538887  2.242235  1.807253
C  0.092620  -1.359397  -1.864308
N  0.272221  0.956645  1.139343
N  -0.281261  -0.301578  -2.982112
Cl  1.322773  1.555735  -1.313217
H  -1.884776  -1.878116  0.139322
H  -1.585257  -1.479244  2.263569
H  0.140250  0.381425  3.146110
H  1.125004  -0.748057  2.053078
H  1.473181  2.192378  2.201924
H  0.625839  3.001784  1.094105
H  -0.177585  2.382598  2.534075
H  -0.485367  -2.231347  -2.007509
H  1.072386  -1.741522  -1.968519
H  0.374921  0.447398  -2.729954
H  -1.240182  -0.138241  -3.230020
H  -0.113688  -0.851550  -3.892063

Atoms 1-3, force components in eV/Å:
C 0.136 1.545 0.143
C 0.162 -1.708 -1.685
C -0.697 1.496 1.148



6.
Density functional theory data (ωB97M-V/def2-TZVPD) for a 4-piece molecular cluster, C26H51ClNO9 overall in a non-equilibrium geometry.

Values from the calculation:
Charge ... +1
HOMO-LUMO gap ... 8.7 eV
2S+1 ... 1
F_max ... 0.07348 hartree/bohr
DFT total energy ... -2213.056576 a.u.
Molecular weight ... 557.14 Da

Geometry (Å):
C  -1.632379  4.629536  -4.260652
C  -0.937153  4.757751  -2.825642
O  -1.811821  4.183388  -1.825468
C  -1.265724  4.504079  -0.520464
C  -1.829576  3.508940  0.604619
C  -0.652471  2.497204  0.986858
C  -1.343222  1.065444  1.334606
C  -0.147955  -0.011852  1.258377
C  -0.618764  -1.533320  1.412535
C  -0.258596  -2.281006  0.012519
C  -0.681770  -3.820949  0.008576
O  0.134254  -4.563874  -0.956337
C  0.269766  -3.859068  -2.181097
C  1.683208  -3.196723  -2.568428
O  -0.666465  -3.685660  -2.976978
C  0.974168  0.456648  2.311454
Cl  2.624063  0.390009  1.501519
C  0.698433  1.854386  3.025755
N  0.224506  2.949188  2.117832
H  -2.157378  5.615403  -4.514523
H  -0.866385  4.333133  -5.043767
H  -2.443470  3.819458  -4.261043
H  -0.731663  5.864170  -2.584847
H  0.065647  4.197077  -2.775273
H  -1.519942  5.578958  -0.240108
H  -0.116036  4.432882  -0.592494
H  -2.632921  2.876300  0.083122
H  -2.266036  4.027548  1.515412
H  0.010919  2.294748  0.077182
H  -1.863726  1.076029  2.346432
H  -2.077283  0.785525  0.511757
H  0.312857  0.118978  0.211921
H  -1.766882  -1.515404  1.441300
H  -0.193607  -2.071076  2.316527
H  0.868373  -2.108551  -0.128683
H  -0.800810  -1.686880  -0.802524
H  -0.593097  -4.272168  1.047479
H  -1.775828  -3.902795  -0.328446
H  2.557410  -3.851023  -2.213533
H  1.791036  -2.153543  -2.102535
H  1.739601  -3.035353  -3.697844
H  0.978499  -0.330318  3.148625
H  1.709838  2.203471  3.448194
H  0.035734  1.718565  3.953003
H  1.003042  3.537346  1.778139
H  -0.360776  3.582489  2.704081
O  3.014445  -0.217872  -1.783560
C  3.976342  0.266998  -2.336390
O  4.126369  0.127340  -3.662614
C  5.125881  0.804896  -4.441265
C  6.442832  0.056858  -4.408819
C  5.055976  0.952189  -1.546418
H  5.224641  1.847340  -4.129281
H  4.750243  0.824612  -5.466288
H  6.847317  -0.003927  -3.396485
H  7.180276  0.548984  -5.045765
H  6.306058  -0.969803  -4.756715
H  5.732725  0.199655  -1.138266
H  4.589021  1.500137  -0.725614
H  5.625659  1.682697  -2.116486
O  0.413619  -6.762740  3.461258
C  0.940763  -7.365713  2.556094
O  1.973541  -8.189567  2.809039
C  2.552006  -9.080362  1.844216
C  3.580397  -8.366942  0.990481
C  0.515352  -7.142926  1.132008
H  1.777151  -9.570476  1.250076
H  3.045896  -9.868486  2.416376
H  3.132146  -7.555652  0.413199
H  4.053905  -9.063799  0.295931
H  4.352396  -7.917992  1.620238
H  1.001337  -6.243384  0.750586
H  -0.567128  -7.003694  1.112129
H  0.726957  -7.979485  0.469580
O  -4.309629  2.674659  3.076816
C  -5.186574  3.416889  2.692351
O  -4.894669  4.397955  1.820686
C  -5.871402  5.222138  1.161848
C  -6.280243  6.389216  2.036896
C  -6.581489  3.314084  3.240307
H  -6.723667  4.626727  0.827136
H  -5.388353  5.603184  0.259471
H  -6.752149  6.053422  2.962244
H  -6.980673  7.038773  1.508686
H  -5.403828  6.975619  2.323733
H  -6.628993  3.836099  4.197432
H  -6.815793  2.259166  3.393233
H  -7.348278  3.704098  2.574784

Atoms 1-3, force components in eV/Å:
C -0.267 -0.021 0.465
C 0.060 0.079 -0.884
O 1.200 0.678 1.043